(1)
DFT (ωB97M-V with the def2-TZVPD basis set) results for a molecular structure, C22H24GaNO5 in a non-equilibrium geometry.

Properties
Calculated total energy   -87301.7555 eV
Net charge   -2
HOMO (spin up / spin down)   -2.2 / 0.8 eV

Cartesian coordinates (Å):
Ga1 0.30941 0.14522 -0.47595
C1 -1.82741 0.73220 -1.45145
C2 -1.66695 1.57324 -0.33563
C3 -0.57165 2.41902 -0.57670
H1 -2.24476 1.53399 0.56876
C4 -0.05292 2.10844 -1.84676
C5 -0.82920 1.06891 -2.39134
H2 -0.68695 0.61387 -3.35535
H3 -2.56982 -0.04003 -1.55534
H4 -0.14927 3.11499 0.12574
H5 0.81965 2.54799 -2.29791
C6 -0.03474 -2.25598 -0.49346
C7 -0.16153 -1.82270 -1.81594
C8 1.08470 -1.28474 -2.22039
H6 -1.05845 -1.85316 -2.40874
C9 1.99220 -1.45459 -1.15687
C10 1.30248 -2.02799 -0.08372
H7 1.69037 -2.21626 0.90095
H8 -0.82065 -2.64843 0.12667
H9 1.31353 -0.85032 -3.17801
H10 3.01135 -1.10810 -1.14933
O1 1.80967 1.09912 -0.00983
C11 4.64706 1.14997 -0.99135
C12 4.14804 1.61194 0.33135
C13 4.41895 1.99184 -2.18910
C14 5.57784 -0.00237 -1.05724
C15 2.90770 0.85730 0.82226
H11 3.89505 2.67530 0.30472
H12 4.91971 1.48747 1.09725
H13 3.13386 -0.21016 0.90349
H14 2.63899 1.19734 1.82857
H15 5.17216 2.78848 -2.28558
H16 3.45018 2.48726 -2.14114
H17 4.46445 1.41336 -3.11332
H18 6.62387 0.30044 -0.89698
H19 5.55055 -0.50006 -2.02785
H20 5.35910 -0.74820 -0.29077
O2 -0.69168 -0.54894 3.34549
C16 -1.35275 -0.62378 2.21381
O3 -0.73502 -0.31797 1.08693
C17 -2.82633 -0.86041 2.21104
C18 -3.49722 -1.14750 1.01306
C19 -4.88464 -1.30499 0.97612
C20 -5.64818 -1.18519 2.14938
C21 -4.97746 -0.92797 3.36184
C22 -3.58300 -0.77246 3.39280
N1 -7.07229 -1.31900 2.10844
O4 -7.63259 -1.51956 1.07243
O5 -7.72044 -1.20310 3.10471
H21 -2.94626 -1.25999 0.10153
H22 -5.36090 -1.51404 0.02549
H23 -5.53449 -0.83405 4.28517
H24 -3.10335 -0.55568 4.33803

Let us look at the Mulliken charges, expressed in e, one per atom: 1.488 -0.681 -0.488 -1.054 0.679 -0.299 -1.273 0.657 0.761 0.424 0.514 -0.439 -0.868 -1.028 0.642 0.069 -1.433 0.397 0.768 0.539 0.668 -0.094 0.801 -0.973 -1.284 -1.411 -0.451 0.346 0.410 0.158 0.364 0.323 0.186 0.329 0.377 0.333 0.349 -0.836 -0.082 -0.353 -0.062 0.651 -0.644 -0.238 -0.414 -0.765 0.939 -0.813 -0.822 0.360 0.435 0.397 0.442

=====

(2)
DFT (ωB97M-V with the def2-TZVPD basis set) results for a molecular structure, C20H45N2P3SSeTb in a non-equilibrium geometry.

Properties
Calculated total energy   -150902.5440 eV
Net charge   +3
HOMO (spin up / spin down)   -15.3 / -15.3 eV
Spin multiplicity   7

Cartesian coordinates (Å):
Tb1 -1.07091 -0.46414 -0.34138
P1 -1.95464 -2.92138 0.57256
P2 1.28576 -0.50645 1.50535
P3 1.21288 -1.27767 -1.95203
H1 -3.43877 0.84999 -1.43809
C1 -2.83842 -0.04167 -1.66029
C2 -1.66929 0.09401 -2.42733
H2 -1.19969 1.08750 -2.55250
C3 -3.19439 -2.68468 1.90043
C4 -0.78933 -4.11549 1.33719
C5 -2.86405 -3.96243 -0.63156
C6 2.50446 0.86524 1.50982
C7 0.70814 -0.38412 3.24069
C8 2.42756 -1.93729 1.67756
C9 1.06973 -1.31338 -3.78130
C10 1.72062 -3.01751 -1.64474
C11 2.80463 -0.37265 -1.79281
H3 -3.43551 -0.96969 -1.64976
H4 -1.45087 -0.58393 -3.25879
H5 -3.46964 -1.62233 1.95692
H6 -2.77916 -2.98905 2.86895
H7 -4.08910 -3.27862 1.67814
H8 -0.25062 -3.63151 2.16329
H9 -0.05515 -4.45016 0.59136
H10 -1.33804 -4.98557 1.72420
H11 -3.15721 -3.34521 -1.49186
H12 -3.76695 -4.37653 -0.16387
H13 -2.22131 -4.77723 -0.99149
H14 3.03843 0.88056 2.47072
H15 1.99294 1.82474 1.35208
H16 3.22672 0.74005 0.69554
H17 1.48417 -0.78282 3.90749
H18 -0.21345 -0.96410 3.37509
H19 0.50775 0.66558 3.48606
H20 2.91049 -1.88323 2.66275
H21 3.20204 -1.92438 0.90194
H22 1.86828 -2.87855 1.61038
H23 1.90623 -1.89974 -4.18414
H24 1.09841 -0.29713 -4.19391
H25 0.12483 -1.79022 -4.06541
H26 2.28811 -3.37014 -2.51595
H27 0.82503 -3.64221 -1.52349
H28 2.33646 -3.10397 -0.74241
H29 3.34934 -0.42907 -2.74332
H30 3.42887 -0.79233 -0.99711
H31 2.60049 0.68244 -1.57594
C12 1.58875 3.64116 -2.33100
C13 0.34997 4.03952 -3.09764
C14 0.05981 3.04482 -4.16734
C15 1.09054 2.38112 -4.78740
C16 2.40734 2.43958 -4.26467
C17 2.65124 3.05812 -3.03523
Se1 1.27209 3.95199 -0.59219
H32 -0.38216 4.10552 -2.25898
H33 0.47949 5.04571 -3.53851
H34 -0.97268 2.97577 -4.52095
H35 0.91501 1.79024 -5.69284
H36 3.21599 1.93732 -4.79760
H37 3.63152 3.02548 -2.56632
C18 -0.51404 3.64147 3.37304
N1 -0.77948 2.48304 2.51310
C19 -1.94546 1.78716 2.59367
S1 -2.65367 1.03973 1.20994
N2 -2.59725 1.71569 3.76890
C20 -1.93068 1.62316 5.07430
H38 0.04673 3.32868 4.26341
H39 -1.44906 4.12909 3.68164
H40 0.09369 4.35269 2.80445
H41 -0.41408 2.55665 1.55579
H42 -3.48144 1.21080 3.69261
H43 -2.59215 1.04851 5.72898
H44 -0.96700 1.10274 5.01966
H45 -1.79888 2.62075 5.50215

Let us look at the Mulliken charges, expressed in e, one per atom: 0.051 1.303 0.675 1.006 0.354 -0.829 -0.071 0.215 -1.354 -1.367 -1.310 -1.137 -1.031 -1.416 -1.280 -1.240 -1.039 0.249 0.504 0.277 0.400 0.474 0.323 0.377 0.465 0.294 0.471 0.398 0.468 0.094 0.386 0.496 0.367 0.146 0.549 0.460 0.293 0.534 0.147 0.473 0.466 0.261 0.309 0.543 0.501 -0.104 0.040 -0.929 -0.647 -0.433 -0.185 -0.593 -0.081 0.381 0.388 0.638 0.590 0.505 0.572 -1.050 0.301 0.451 -0.337 -0.170 -0.908 0.350 0.413 0.322 -0.111 0.341 0.386 0.277 0.337

=====

- The lowest calculated total energy belongs to which entry?
  C20H45N2P3SSeTb

=====

- Which value of calculated total energy does entry 2 give?
  -150902.5440 eV